{
  "formula": "H20O10",
  "method": "ωB97M-V with the def2-TZVPD basis set",
  "elements": ["O", "H", "H", "O", "H", "H", "O", "H", "H", "O", "H", "H", "O", "H", "H", "O", "H", "H", "O", "H", "H", "O", "H", "H", "O", "H", "H", "O", "H", "H"],
  "coordinates": [[-3.6445, 2.1848, -0.2264], [-3.5126, 1.2223, -0.1758], [-3.5356, 2.4945, 0.6779], [-3.3200, -0.5246, -1.0389], [-3.4061, -0.3370, -1.9710], [-2.3926, -0.4102, -0.8074], [-0.4763, 0.0274, 0.4471], [-0.0033, 0.8082, 0.6889], [-0.9121, -0.2821, 1.2602], [2.2515, -0.6829, 0.6739], [1.4190, -0.2787, 0.9198], [2.1577, -1.6077, 0.4532], [2.3149, -2.2344, -2.4098], [2.0054, -1.4506, -2.8628], [2.7774, -1.9956, -1.6071], [0.5649, 3.0913, 1.3246], [0.4707, 2.3848, 1.9293], [1.4994, 3.1088, 1.1114], [2.7653, 1.5418, -1.1764], [1.9535, 1.4817, -1.6965], [2.7801, 0.8617, -0.4995], [-0.2112, 2.1661, -1.8235], [-0.0471, 2.2742, -0.8910], [-0.9826, 2.5925, -2.1737], [0.8418, -3.7826, 1.3914], [0.4791, -2.9790, 1.0449], [0.0550, -4.3051, 1.5551], [-0.9165, -1.7916, 2.4483], [-1.6768, -2.3091, 2.7356], [-0.3649, -1.7208, 3.2257]],
  "atomic_forces_ev_per_a": [[0.169, -0.127, 0.262], [-0.233, 0.172, -0.277], [-0.035, 0.108, -0.065], [-0.152, -0.174, 0.700], [0.128, 0.121, -0.350], [0.341, -0.003, -0.282], [-0.652, -0.837, 0.064], [0.074, 1.228, -0.015], [0.163, -0.159, -0.116], [1.334, 0.670, 0.192], [-0.470, -0.887, -0.287], [-0.548, -0.171, 0.141], [-0.183, -0.859, -0.190], [0.151, 0.386, 0.263], [0.080, 0.529, -0.129], [-0.159, 0.709, -1.154], [-0.141, -0.944, 1.303], [0.377, 0.108, -0.201], [0.175, 0.696, -0.144], [-0.005, -0.175, 0.233], [-0.276, -0.518, -0.109], [1.306, -1.080, -0.933], [-0.730, 0.743, 0.344], [-0.563, 0.477, 0.609], [0.473, -0.630, 0.157], [-0.370, 0.790, -0.245], [-0.021, -0.275, 0.039], [-0.532, 0.107, -0.044], [-0.052, 0.057, -0.057], [0.350, -0.062, 0.292]],
  "fmax_ev_per_a": 1.9,
  "multiplicity": 1,
  "e_above_lowest_kcal_mol": 69.6,
  "e_lumo_ev": -0.45,
  "smiles": "O.O.O.O.O.O.O.O.O.O",
  "e_tot_ev": -20799.5954
}

{
  "formula": "H20O10",
  "method": "ωB97M-V with the def2-TZVPD basis set",
  "elements": ["O", "H", "H", "O", "H", "H", "O", "H", "H", "O", "H", "H", "O", "H", "H", "O", "H", "H", "O", "H", "H", "O", "H", "H", "O", "H", "H", "O", "H", "H"],
  "coordinates": [[0.7586, -1.9116, 1.0887], [1.3296, -1.9466, 0.3428], [1.3808, -1.8084, 1.7920], [2.7975, 0.4241, 0.0343], [3.5569, -0.1952, 0.0685], [2.1593, -0.0306, -0.5142], [-2.3913, -1.1042, -1.3887], [-2.0914, -0.7052, -2.1682], [-3.1477, -1.5371, -1.7287], [1.1368, -1.1296, -2.0674], [0.6555, -1.9029, -2.2776], [0.5923, -0.3321, -2.2059], [0.4661, 1.4770, -2.7770], [0.1736, 2.0808, -2.0494], [-0.3000, 1.1064, -3.1978], [-0.2395, 2.9203, -0.8042], [-1.0972, 2.7810, -1.1526], [0.0177, 2.2357, -0.2381], [-1.2650, 0.3159, 2.9124], [-1.2057, 1.1996, 3.1799], [-2.0332, 0.1430, 2.3344], [1.5607, 1.3875, 2.4700], [1.7930, 1.0940, 1.5930], [1.4093, 0.5777, 2.9664], [-0.3239, 0.4704, 0.2352], [-0.1938, 0.4063, 1.1775], [-0.2709, -0.3768, -0.1598], [-1.9884, -2.0273, 1.0985], [-2.1859, -1.6127, 0.2690], [-1.0539, -1.9995, 1.1670]],
  "atomic_forces_ev_per_a": [[-0.465, -0.343, 0.384], [0.538, -0.104, -1.440], [0.364, 0.118, 1.100], [0.962, -0.597, 0.423], [-0.553, 0.718, -0.031], [-0.390, -0.096, -0.558], [0.158, -0.102, 1.040], [1.190, 1.321, -1.580], [-1.550, -1.100, -0.053], [0.844, 1.023, 0.850], [-0.936, -1.112, -0.404], [0.408, 0.065, -0.250], [0.550, -0.563, -0.099], [0.338, -0.037, -0.307], [-0.631, 0.194, -0.470], [0.892, 3.144, -1.242], [-1.504, -0.360, 0.265], [0.012, -2.132, 1.577], [-0.125, -2.529, -0.769], [-0.239, 2.101, 0.346], [0.469, 0.287, 0.511], [-0.349, 0.210, 0.774], [0.565, -0.206, -0.756], [-0.068, 0.067, 0.078], [-0.223, 1.930, -0.660], [-0.109, -0.462, 0.807], [0.169, -1.239, -0.120], [-1.672, -0.381, 0.865], [-0.097, 0.291, -0.539], [1.452, -0.109, 0.257]],
  "fmax_ev_per_a": 3.5,
  "multiplicity": 1,
  "e_above_lowest_kcal_mol": 68.0,
  "e_lumo_ev": -0.29,
  "smiles": "O.O.O.O.O.O.O.O.O.O",
  "e_tot_ev": -20799.6656
}

{
  "formula": "H20O10",
  "method": "ωB97M-V with the def2-TZVPD basis set",
  "elements": ["O", "H", "H", "O", "H", "H", "O", "H", "H", "O", "H", "H", "O", "H", "H", "O", "H", "H", "O", "H", "H", "O", "H", "H", "O", "H", "H", "O", "H", "H"],
  "coordinates": [[-1.9388, 0.6384, 1.1555], [-2.0061, 0.2193, 2.0227], [-2.2138, -0.1494, 0.6200], [1.8220, -3.0146, -1.1014], [2.4726, -3.6916, -1.2872], [1.4590, -3.1050, -0.2128], [-1.6054, 1.8565, -1.0268], [-2.1985, 1.7599, -0.2686], [-1.0360, 1.0838, -1.0128], [1.6002, 1.1571, 3.1652], [1.0863, 1.8313, 2.6824], [1.4571, 1.3218, 4.1003], [2.8456, 2.0206, -3.0923], [2.1828, 2.5484, -2.6361], [2.9323, 1.2130, -2.5731], [0.3670, -2.1597, 1.2137], [0.0588, -1.3955, 1.7185], [0.4355, -2.8286, 1.9088], [1.5897, -0.4176, -0.4983], [0.8868, -0.6268, -1.1243], [1.7927, -1.3172, -0.2018], [-3.5554, -1.2319, 0.1557], [-3.7945, -1.4233, 1.0622], [-4.0624, -0.5476, -0.2857], [0.6701, 3.4081, 1.8028], [-0.1675, 3.0947, 1.4420], [1.1575, 3.8213, 1.0860], [-1.5075, -1.9475, -2.1682], [-0.8700, -2.1911, -2.8450], [-1.9579, -2.7574, -1.9162]],
  "atomic_forces_ev_per_a": [[-0.106, -1.468, 0.677], [0.123, 0.598, 0.329], [0.170, 0.714, -0.109], [-0.211, -0.001, -0.412], [0.050, -0.197, 0.350], [0.048, -0.437, -0.062], [-0.285, 0.579, -0.563], [0.478, 0.011, -0.217], [0.000, -0.038, 0.172], [-0.285, -0.322, -0.055], [0.508, 0.003, 0.193], [-0.025, 0.147, -0.023], [0.043, -0.003, -0.063], [0.016, -0.127, 0.033], [-0.108, 0.059, 0.115], [-0.316, -0.618, 0.878], [0.333, 0.394, -0.458], [0.020, -0.066, -0.162], [-0.185, 0.205, -0.174], [-0.016, 0.173, -0.115], [0.311, 0.667, -0.024], [0.916, -0.868, -0.673], [-0.784, 0.438, -0.056], [-0.469, 0.041, 0.547], [-0.313, -0.009, 0.308], [0.074, 0.130, -0.354], [-0.071, -0.131, -0.138], [0.013, 0.300, 0.005], [0.018, -0.137, 0.014], [0.052, -0.036, 0.036]],
  "fmax_ev_per_a": 1.6,
  "multiplicity": 1,
  "e_above_lowest_kcal_mol": 78.0,
  "e_lumo_ev": -0.15,
  "smiles": "O.O.O.O.O.O.O.O.O.O",
  "e_tot_ev": -20799.2285
}

{
  "formula": "H20O10",
  "method": "ωB97M-V with the def2-TZVPD basis set",
  "elements": ["O", "H", "H", "O", "H", "H", "O", "H", "H", "O", "H", "H", "O", "H", "H", "O", "H", "H", "O", "H", "H", "O", "H", "H", "O", "H", "H", "O", "H", "H"],
  "coordinates": [[11.5104, -30.5911, 0.8838], [11.8544, -29.6919, 0.9716], [11.0616, -30.6016, 0.0318], [15.0591, -30.2282, 4.8838], [14.4606, -29.5713, 4.4584], [15.6834, -30.5066, 4.2012], [14.2281, -27.1803, -0.7094], [13.5239, -27.1714, -1.3637], [14.1950, -28.0646, -0.3309], [13.4088, -29.3528, 2.9371], [13.1776, -28.4371, 2.7235], [13.8110, -29.6980, 2.1219], [11.2365, -26.5679, 4.3794], [10.3359, -26.5498, 4.7163], [11.3968, -27.5002, 4.1840], [16.8560, -31.3377, 3.0088], [15.9486, -31.6558, 2.9102], [17.4006, -32.1044, 2.7976], [15.4364, -26.9182, 3.1610], [16.0125, -27.1459, 2.4249], [15.9657, -26.3328, 3.7123], [14.9487, -29.7588, 0.5719], [15.0306, -30.6938, 0.3515], [15.7759, -29.3644, 0.2682], [11.4432, -27.3850, 0.8062], [10.7887, -27.7370, 0.1932], [11.4462, -26.4354, 0.6436], [11.1384, -29.8943, 5.0451], [10.8664, -30.4101, 4.2782], [12.0987, -29.9925, 5.0708]],
  "atomic_forces_ev_per_a": [[0.033, 0.095, -0.211], [-0.069, -0.046, 0.190], [0.020, -0.070, 0.050], [-0.479, 0.311, 0.081], [0.790, -0.721, 0.047], [-0.057, 0.536, 0.500], [0.170, 0.087, -0.166], [0.015, 0.030, 0.032], [-0.186, -0.110, 0.104], [-0.503, 0.229, -0.452], [0.175, -0.053, 0.021], [0.063, 0.295, 0.362], [0.042, -0.005, -0.152], [0.037, -0.065, 0.034], [-0.123, -0.030, 0.189], [-0.093, -0.254, -0.471], [0.114, -0.131, -0.074], [0.043, 0.069, 0.150], [0.031, 0.025, -0.063], [-0.024, 0.017, 0.029], [-0.068, -0.036, 0.028], [0.126, -0.117, -0.295], [-0.084, 0.040, -0.069], [0.024, -0.035, 0.187], [-0.091, -0.234, -0.199], [-0.088, 0.103, 0.107], [0.140, -0.020, 0.147], [-0.008, 0.103, -0.013], [0.119, 0.041, -0.022], [-0.068, -0.058, -0.074]],
  "fmax_ev_per_a": 1.1,
  "multiplicity": 1,
  "e_above_lowest_kcal_mol": 69.3,
  "e_lumo_ev": -0.16,
  "smiles": "O.O.O.O.O.O.O.O.O.O",
  "e_tot_ev": -20799.6064
}

Number 1: M 180.2 u, orbital gap 0.392 Eh. Number 2: M 180.2 u, orbital gap 0.382 Eh. Number 3: M 180.2 u, orbital gap 0.378 Eh. Number 4: M 180.2 u, orbital gap 0.367 Eh.